109
Properties=species:S:1:pos:R:3:forces:R:3 method="wB97M-V/def2-TZVPD" e_tot_ha=-2183.219614 gap_ev=6.66 charge=-1
C -4.268947 0.031422 1.829488 0.260 0.180 0.018
C -3.773769 -0.034764 3.245410 -0.652 -0.115 0.683
O -4.540321 -0.038234 4.180355 0.305 0.015 -0.290
O -2.429639 -0.101202 3.436963 -0.270 -0.353 -0.528
C -1.958858 -1.312207 4.098350 0.312 -0.079 0.811
O -1.154597 -1.143096 4.960060 -0.027 0.144 -0.388
C -2.523692 -2.594666 3.592035 -0.039 0.014 0.029
B -1.943187 -3.980803 4.282393 0.041 -0.173 -0.292
C -0.296509 -4.229089 4.231536 -0.406 -0.141 0.288
C 0.181082 -5.464998 3.444199 0.151 0.429 0.333
C 0.632267 -5.210729 2.018001 0.527 -0.820 0.541
I -0.900541 -4.600514 0.661444 0.104 0.199 -0.096
H -3.560178 0.558339 1.192855 0.021 -0.146 -0.073
H -5.231928 0.528054 1.787959 0.051 0.047 0.125
H -4.416190 -0.990619 1.470160 0.255 -0.013 0.016
H -2.440909 -2.577959 2.497493 0.026 0.049 0.012
H -3.596983 -2.566483 3.819824 -0.013 0.076 -0.098
H -2.480057 -4.907385 3.668700 -0.097 0.014 -0.025
H -2.370413 -4.031257 5.432598 0.103 0.077 0.092
H -0.003593 -4.405711 5.274621 0.097 0.112 -0.020
H 0.267735 -3.340991 3.917817 0.003 -0.043 -0.109
H 1.095283 -5.849744 3.927784 0.015 -0.091 -0.129
H -0.555698 -6.269853 3.517796 -0.069 0.085 -0.174
H 1.459715 -4.501655 2.045451 -0.485 0.264 -0.402
H 1.027606 -6.136459 1.597630 -0.170 0.097 -0.249
C -6.933965 3.805130 -0.384936 -0.074 -0.039 0.170
C -5.502327 3.298736 -0.315804 -0.223 -0.017 -0.359
C -4.720480 3.686931 -1.559515 0.180 -0.059 0.013
O -5.494141 1.875997 -0.137572 0.130 0.151 -0.154
H -7.454209 3.363564 -1.240503 0.046 0.045 -0.055
H -7.483254 3.522843 0.513800 0.022 0.021 0.019
H -6.961578 4.890998 -0.485454 0.010 -0.002 -0.016
H -5.009913 3.710451 0.564191 0.036 -0.075 0.022
H -5.169436 3.247026 -2.455904 -0.091 0.015 0.024
H -3.696173 3.318048 -1.501046 0.027 0.005 0.014
H -4.693171 4.770219 -1.679702 -0.032 0.004 0.021
H -5.922898 1.478813 -0.904272 -0.055 0.042 -0.005
C 5.080193 -2.445607 3.512424 0.092 -0.104 -0.120
C 3.742423 -2.173589 2.837490 0.049 0.024 0.475
C 3.130084 -0.875938 3.329629 -0.169 0.108 -0.042
O 2.850369 -3.261936 3.073940 0.380 0.078 -0.159
H 4.947893 -2.542572 4.593829 -0.021 0.077 0.007
H 5.508982 -3.381801 3.150138 -0.002 0.013 -0.029
H 5.790714 -1.638743 3.321793 -0.006 0.010 0.018
H 3.881763 -2.121804 1.758024 -0.089 -0.046 -0.020
H 2.930945 -0.924078 4.404369 0.066 -0.046 0.009
H 2.174191 -0.698649 2.836343 0.009 -0.001 -0.025
H 3.787665 -0.029338 3.130184 0.003 -0.007 -0.015
H 2.704753 -3.319905 4.025927 -0.233 -0.026 -0.034
C 1.796493 0.055359 -1.014917 -0.101 -0.162 0.055
C 2.656267 0.879794 -0.075091 0.052 -0.055 -0.400
C 3.180691 2.130531 -0.762029 0.118 0.099 0.069
O 3.737968 0.089254 0.410605 0.141 0.018 0.219
H 2.384179 -0.270160 -1.880416 0.007 0.094 -0.022
H 1.428206 -0.839817 -0.511581 -0.037 0.028 0.028
H 0.943179 0.633201 -1.368384 -0.090 0.002 -0.049
H 2.071944 1.157760 0.803317 0.069 -0.065 0.077
H 3.804179 1.856086 -1.618828 -0.055 -0.018 -0.034
H 3.800487 2.716629 -0.081891 -0.045 -0.003 0.035
H 2.359565 2.758105 -1.114854 -0.004 -0.010 -0.006
H 4.280033 -0.176491 -0.340476 -0.052 0.052 -0.062
C -1.420420 4.848026 0.871179 -0.099 -0.132 -0.028
C -2.212552 5.773680 -0.038489 0.235 0.139 0.399
C -1.528914 7.123490 -0.196891 -0.097 0.069 -0.122
O -3.536181 5.950886 0.472439 -0.102 -0.026 -0.227
H -1.333085 5.280058 1.872178 0.051 0.053 -0.026
H -1.923959 3.886377 0.973318 0.018 -0.012 -0.042
H -0.416601 4.672796 0.482247 0.010 0.003 0.009
H -2.330095 5.307302 -1.017014 -0.118 0.001 0.002
H -1.444667 7.623499 0.772164 0.062 -0.055 0.026
H -2.111159 7.773277 -0.851610 0.008 -0.025 -0.026
H -0.527663 7.012918 -0.615573 0.010 -0.002 0.022
H -3.465922 6.362441 1.340452 0.026 -0.032 0.020
C -3.368109 -0.271760 -3.452632 0.041 0.183 -0.107
C -2.221319 -0.181775 -2.454920 -0.372 -0.156 0.227
C -2.196301 -1.385269 -1.532395 0.139 -0.077 0.042
O -2.318453 1.017198 -1.686499 0.084 0.177 -0.178
H -4.326881 -0.298758 -2.927130 0.013 -0.081 0.045
H -3.377579 0.600436 -4.108553 0.030 -0.004 -0.010
H -3.287585 -1.169849 -4.066945 -0.014 -0.015 0.020
H -1.277458 -0.110053 -2.997658 0.063 0.078 0.029
H -3.123728 -1.443711 -0.955998 -0.050 -0.019 -0.056
H -1.379642 -1.311723 -0.815970 0.051 -0.016 -0.007
H -2.079389 -2.313783 -2.094012 -0.009 -0.019 0.034
H -3.140367 0.979326 -1.180470 -0.005 0.003 0.081
C 2.945139 1.640974 -5.577926 -0.066 -0.097 0.102
C 3.814504 2.488298 -4.661837 0.104 -0.063 -0.428
C 4.335146 3.728266 -5.372507 0.058 0.084 0.122
O 4.905624 1.711892 -4.166100 -0.083 0.051 0.232
H 3.523803 1.294979 -6.439441 0.003 0.078 -0.034
H 2.584024 0.757878 -5.050216 -0.023 0.029 0.026
H 2.085161 2.204324 -5.942853 0.008 0.000 -0.015
H 3.236488 2.785233 -3.786137 0.072 -0.052 0.078
H 4.955515 3.444780 -6.227705 -0.069 -0.027 -0.045
H 4.956125 4.320293 -4.699723 -0.033 0.004 0.023
H 3.516282 4.353139 -5.731891 0.002 -0.010 -0.020
H 5.434933 1.432771 -4.920622 0.000 -0.015 -0.002
C 2.908651 -3.886066 -2.462109 -0.157 0.002 -0.036
C 3.057099 -4.302307 -1.006394 0.308 -0.050 -0.205
C 4.470095 -4.059104 -0.497032 -0.001 -0.029 0.157
O 2.708865 -5.673712 -0.848279 -0.194 -0.041 0.149
H 3.581370 -4.471540 -3.097226 0.067 0.037 0.031
H 1.889476 -4.068326 -2.804369 -0.016 0.029 0.042
H 3.139337 -2.827439 -2.598888 0.013 -0.007 0.001
H 2.346941 -3.743812 -0.393860 -0.064 -0.111 0.041
H 5.190185 -4.650150 -1.072447 -0.012 0.048 -0.072
H 4.552009 -4.362741 0.547272 -0.044 0.043 0.016
H 4.747048 -3.005585 -0.576266 0.000 -0.005 -0.007
H 3.314909 -6.211522 -1.368409 0.050 0.082 -0.028

19
Properties=species:S:1:pos:R:3:forces:R:3 method="wB97M-V/def2-TZVPD" e_tot_ha=-854.232941 gap_ev="6.36 / 6.22" relative_energy_kcal_mol=37.6 spin_multiplicity=3
C 1.558382 1.744314 0.293674 -1.132 -0.989 0.765
C 0.713863 0.547724 0.495998 0.434 -2.446 1.362
C 2.820597 1.579137 -0.048170 0.723 -1.023 -0.750
C 1.591985 -0.699140 0.005751 1.301 8.202 -0.685
C -1.410611 -0.061119 -0.372007 -1.964 0.306 1.260
C -0.005175 -2.160200 0.089938 -1.130 1.156 2.708
C -2.902740 0.266132 -0.596434 1.800 0.941 -1.267
N -1.082010 -1.255689 -0.415799 1.275 -2.438 -0.844
N 1.426793 -1.980959 0.056951 -2.693 -3.557 -0.179
O -0.753737 0.973638 0.155295 2.164 -0.483 -0.747
S 3.173410 -0.145394 -0.399739 -0.242 1.499 0.286
H 1.207759 2.739472 0.394502 -0.688 0.608 0.411
H 0.563041 0.102923 1.551193 -0.129 1.601 -0.731
H 3.380942 2.502866 -0.186308 0.780 -0.925 -0.351
H -0.314754 -2.179889 1.210794 0.639 -0.242 -1.242
H -0.237794 -3.116470 -0.242771 -0.400 -1.703 -0.836
H -3.338285 0.566124 0.321777 -0.414 0.072 1.018
H -3.410468 -0.548818 -1.053631 -0.277 -0.717 -0.099
H -2.981203 1.125349 -1.261005 -0.048 0.138 -0.079

16
Properties=species:S:1:pos:R:3:forces:R:3 method="wB97M-V/def2-TZVPD" e_tot_ha=-321.878027 gap_ev="8.32 / 6.49" relative_energy_kcal_mol=133.2
C 1.376117 -1.327792 0.776616 -0.233 0.230 0.081
N -1.662593 -0.129705 -0.352003 -3.103 -1.133 -2.185
C -0.800233 0.494430 0.391154 3.597 -0.178 0.126
C 0.860185 -0.310518 -0.213045 -4.919 -2.302 -0.468
N -2.776438 0.446509 -0.847162 1.191 1.019 1.371
C 1.691151 0.547578 -0.865286 1.718 1.654 -0.627
N -0.879076 1.317626 1.330427 -1.078 0.369 0.883
H 0.100706 -0.810497 -0.962498 1.878 0.390 1.173
H -3.009696 1.361891 -0.467150 -0.223 -0.236 -0.311
H -3.437548 -0.066492 -1.410081 0.431 -0.219 0.315
H -0.020774 1.488813 1.837398 0.297 0.237 -0.407
H 1.983744 -0.847484 1.543518 0.145 -0.088 0.028
H 0.540722 -1.825406 1.270203 0.039 -0.007 0.016
H 1.952633 -2.097607 0.262784 0.168 0.059 0.047
H 1.317285 1.312369 -1.528660 -0.010 -0.092 -0.215
H 2.763815 0.446285 -0.766216 0.101 0.297 0.173